118
Properties=species:S:1:pos:R:3 method="wB97M-V/def2-TZVPD" spin_multiplicity=3 e_homo_ev="-8.42 / -8.53" charge=0 max_force_ev_per_a=0.94 homo_lumo_gap_ev="8.4 / 8.2" de_lowest_kcal_mol=28.4
N 2.755 1.485 -1.019
H -1.454 -2.214 -4.051
F -0.405 -1.286 1.184
C 3.402 -0.720 -4.996
C -1.410 2.349 4.008
N 2.139 0.397 -1.583
H -1.676 -1.862 3.375
H -5.123 -0.914 1.826
H -1.986 4.818 3.304
H -1.665 -0.467 -3.922
H -5.771 -0.425 -0.490
N 2.091 -0.594 1.059
H -5.503 0.901 0.644
Cl -0.578 1.594 -3.218
H -4.577 -2.488 2.382
H 3.526 2.552 0.740
C 3.417 -3.691 2.572
H -1.476 -0.180 2.962
N 0.156 1.908 1.145
H 0.818 -2.999 0.453
C 2.586 -0.935 -3.717
C 1.154 -1.213 -4.139
H 4.294 -1.938 -2.837
C 3.221 -2.105 -2.945
H -2.989 3.063 -1.834
H 3.072 -3.047 -3.478
H -2.799 4.540 1.750
H -2.737 3.024 -0.086
H -4.362 3.084 -0.727
C 4.326 1.576 2.987
H 0.140 -2.665 2.896
H 2.492 -3.439 0.060
H -5.132 -2.298 0.721
C 3.369 -0.823 2.888
C 2.489 -1.463 2.009
C -2.180 -1.002 2.931
C 2.152 -2.936 2.133
C -4.579 -1.806 1.524
H 2.528 5.012 -0.128
Si -3.626 0.778 -1.076
H 4.216 1.460 -3.897
H -2.605 1.018 1.434
H 3.726 -3.424 3.583
H -0.696 3.092 4.367
Si -2.003 -1.760 -1.742
H -1.221 -3.569 0.794
H -2.501 -4.191 -1.184
H -3.475 1.288 2.946
H -0.120 -4.110 -1.245
H 0.811 -0.449 -4.837
H 3.289 -1.597 -5.636
H 4.466 -0.595 -4.791
H 3.883 4.161 -1.656
Si -2.734 -1.544 1.196
H -5.990 1.240 -1.012
H -1.131 2.274 -1.059
C 4.471 3.244 -1.595
H 0.890 -4.206 3.345
H 2.811 -2.187 -1.939
C -2.945 -3.392 -1.770
C 1.070 -3.137 3.199
C -1.903 2.730 2.595
C -4.046 0.673 -2.914
C -3.367 2.658 -0.892
Mo 0.110 -0.036 -0.189
C 1.257 3.856 1.155
C 3.611 1.296 -3.024
H 1.088 -2.185 -4.636
H 3.047 0.149 -5.552
B 2.630 1.820 0.464
C -0.638 2.848 1.738
C 2.691 0.271 -2.809
C 3.630 2.043 -1.872
H 3.283 4.545 1.392
H 3.212 -4.763 2.564
C -2.994 1.778 2.102
C 3.509 0.462 2.425
H -3.228 0.884 -3.598
H 5.139 1.859 2.317
C 2.344 4.853 0.935
C -2.049 -1.421 -3.587
H -4.516 -0.271 -3.197
H 3.867 -1.252 3.741
H 2.040 5.804 1.369
H -2.938 -4.015 0.664
C 0.205 -3.281 -1.873
H -3.762 2.330 1.566
C -2.314 -0.492 -0.430
H 4.939 3.209 -0.614
H 3.719 2.465 3.170
H -0.130 -3.458 -2.895
H 0.587 2.275 -1.353
H -2.259 2.324 4.695
C -0.320 1.688 -1.444
H 1.380 -2.710 4.155
H 4.757 1.258 3.935
H -3.066 -1.547 -3.958
H -3.039 -0.764 3.562
O -0.349 -2.058 -1.371
H 1.453 -4.576 0.930
C -5.375 0.583 -0.390
H -3.521 3.971 3.257
H -3.971 -3.255 -1.417
H -2.999 -3.725 -2.808
H 5.253 3.303 -2.350
H -4.799 1.456 -3.047
H -2.241 -3.673 2.226
H -0.924 1.376 4.033
H 4.250 -3.495 1.895
C -2.577 4.108 2.727
H 1.284 -3.227 -1.862
C -2.224 -3.373 1.174
C 0.024 4.076 1.715
N 2.752 0.572 1.323
C 1.699 -3.518 0.807
N 1.325 2.560 0.835
H -0.328 5.013 2.101
H 0.479 -1.196 -3.295